No. 1
Formula: CH10Na6O12S
Source: the Open Molecules 2025 dataset
Level of theory: wB97M-V/def2-TZVPD

```
30
CH10Na6O12S wB97M-V/def2-TZVPD
Na -0.536 -1.213 -4.041
Na 4.240 0.468 -3.428
Na 3.986 -3.872 -0.069
Na 4.817 1.880 1.306
Na 0.511 3.722 -2.239
Na 1.004 4.726 2.932
C 1.497 3.387 -6.599
O 1.270 2.432 -5.834
O 2.018 3.369 -7.696
O 1.158 4.537 -6.213
S 0.440 -0.232 0.828
O 1.081 0.681 1.719
O -1.034 -0.102 0.942
O 0.860 0.115 -0.538
O 0.948 -1.568 1.138
O -2.422 1.017 4.795
H -2.014 1.763 5.235
H -1.943 0.933 3.971
O 3.653 -1.035 4.702
H 3.765 -1.881 4.269
H 2.925 -0.622 4.237
O -5.088 -1.555 0.547
H -4.175 -1.359 0.759
H -5.038 -2.150 -0.201
O -3.281 1.168 -2.040
H -3.616 0.386 -2.479
H -2.989 0.856 -1.183
O -1.009 -5.389 1.908
H -0.564 -4.542 1.947
H -0.464 -5.919 1.326
```

HOMO energy	-0.3605	hartree
max |F|	0.09808	Eh/bohr
LUMO level	-7.7	eV
energy relative to the best compared isomer or geometry (same formula, charge and spin)	265.2	kcal per mole
orbital gap	2.1	eV
2S+1	1
charge	+2

No. 2
Formula: CH10O3S2
Source: the Open Molecules 2025 dataset
Level of theory: wB97M-V/def2-TZVPD

```
16
CH10O3S2 wB97M-V/def2-TZVPD
C 4.435 1.078 -0.480
S 4.622 1.395 1.343
S 2.850 0.649 2.226
H 4.927 1.944 -0.909
H 3.366 1.276 -0.537
H 4.658 0.120 -0.911
H 3.334 0.891 3.453
O -6.577 2.222 -1.207
H -6.997 1.387 -1.407
H -6.237 2.323 -0.320
O -0.196 -2.565 -0.048
H 0.558 -2.523 -0.654
H -0.142 -1.666 0.318
O -3.137 -1.981 -0.542
H -2.353 -2.504 -0.739
H -3.111 -2.049 0.416
```

HOMO energy	-0.3093	hartree
max |F|	0.04925	Eh/bohr
LUMO level	0.2	eV
energy relative to the best compared isomer or geometry (same formula, charge and spin)	26.1	kcal per mole
orbital gap	8.6	eV
SMILES	CSS.O.O.O
2S+1	1

No. 3
Formula: CH10O5
Source: the Open Molecules 2025 dataset
Level of theory: wB97M-V/def2-TZVPD

```
16
CH10O5 wB97M-V/def2-TZVPD
C -0.457 -0.159 -1.630
O -0.037 0.472 -2.565
H -1.163 0.221 -0.879
H -0.008 -1.155 -1.428
O 0.383 -3.882 -1.244
H 0.955 -4.615 -0.952
H -0.504 -4.158 -1.491
O -0.227 -1.856 1.625
H -0.096 -2.393 0.819
H -0.564 -2.502 2.255
O -0.021 4.083 0.179
H 0.067 3.314 0.778
H -0.274 4.712 0.868
O 0.396 1.767 2.626
H 0.947 0.979 2.605
H -0.494 1.502 2.365
```

HOMO energy	-0.3648	hartree
max |F|	0.02787	Eh/bohr
LUMO level	0.2	eV
energy relative to the best compared isomer or geometry (same formula, charge and spin)	19.7	kcal per mole
orbital gap	10.1	eV
SMILES	C=O.O.O.O.O
2S+1	1

No. 4
Formula: CH11NO5
Source: the Open Molecules 2025 dataset
Level of theory: wB97M-V/def2-TZVPD

```
18
CH11NO5 wB97M-V/def2-TZVPD
N -0.815 1.680 -0.220
C -1.606 0.710 0.380
O -1.508 -0.542 0.485
H -1.301 2.381 -0.737
H 0.201 1.618 -0.252
H -2.449 1.320 0.711
O 2.166 2.044 -0.620
H 2.687 2.797 -0.410
H 2.810 1.357 -0.364
O 2.908 -0.267 0.559
H 2.077 -0.157 1.121
H 2.914 -1.236 0.314
O -3.171 -0.369 -1.965
H -2.381 -0.162 -1.630
H -3.519 -0.823 -1.149
O 0.659 -3.450 1.307
H 0.293 -4.252 1.010
H 0.036 -2.648 1.461
```

HOMO energy	-0.3888	hartree
max |F|	0.11020	Eh/bohr
LUMO level	0.5	eV
energy relative to the best compared isomer or geometry (same formula, charge and spin)	41.9	kcal per mole
orbital gap	11.1	eV
SMILES	NC=O.O.O.O.O
2S+1	1

No. 5
Formula: CH11O4S
Source: the Open Molecules 2025 dataset
Level of theory: wB97M-V/def2-TZVPD

```
17
CH11O4S wB97M-V/def2-TZVPD
C -0.062 2.430 0.798
S -0.693 2.020 -0.898
H -0.174 3.510 1.124
H -0.345 1.724 1.504
H 1.026 2.214 0.650
H 0.723 -0.448 -2.751
H 0.915 0.142 -1.275
O 1.141 -0.646 -1.820
H -1.093 0.127 -0.299
H -2.578 0.089 0.306
O -1.901 -0.578 0.123
H 0.741 -1.439 1.141
H 2.073 -0.604 1.153
O 1.504 -1.161 1.721
H 0.174 -2.533 -1.006
H -0.981 -2.006 -0.149
O -0.471 -2.841 -0.322
```

HOMO energy	-0.1350	hartree
max |F|	0.06478	Eh/bohr
LUMO level	3.6	eV
energy relative to the best compared isomer or geometry (same formula, charge and spin)	22.6	kcal per mole
orbital gap	7.3	eV
2S+1	1
charge	-1

No. 6
Formula: CH11O4S
Source: the Open Molecules 2025 dataset
Level of theory: wB97M-V/def2-TZVPD

```
17
CH11O4S wB97M-V/def2-TZVPD
C -1.063 -1.092 -1.238
S -1.209 -0.059 0.266
H -2.055 -1.046 -1.698
H -0.317 -0.709 -1.949
H -0.895 -2.164 -1.099
H 0.246 -2.644 2.036
H 0.123 -2.611 0.544
O 0.663 -2.998 1.245
H 0.049 2.463 1.098
H 0.543 1.480 0.234
O 0.929 2.195 0.804
H -0.283 2.620 -1.451
H -1.219 1.420 -1.287
O -1.195 2.367 -1.607
H 2.047 -1.079 0.448
H 2.452 0.262 0.903
O 2.704 -0.396 0.233
```

HOMO energy	-0.1321	hartree
max |F|	0.01973	Eh/bohr
LUMO level	3.7	eV
energy relative to the best compared isomer or geometry (same formula, charge and spin)	12.4	kcal per mole
orbital gap	7.3	eV
2S+1	1
charge	-1

No. 7
Formula: CH11O4S
Source: the Open Molecules 2025 dataset
Level of theory: wB97M-V/def2-TZVPD

```
17
CH11O4S wB97M-V/def2-TZVPD
C -2.330 1.250 -1.118
S -2.566 0.374 0.437
H -1.248 1.451 -1.141
H -2.888 2.131 -1.394
H -2.318 0.453 -1.876
H -0.328 1.614 2.318
H -0.069 0.759 1.137
O 0.403 1.173 1.882
H -0.344 -0.708 -0.311
H -0.021 -1.964 -1.212
O 0.015 -1.602 -0.333
H 2.933 -0.815 -1.459
H 4.337 -0.854 -2.096
O 3.436 -0.683 -2.265
H 2.040 0.060 1.119
H 1.899 -1.388 0.810
O 2.570 -0.752 1.103
```

HOMO energy (spin up / spin down)	-0.3788 / -0.3644	hartree
<S²>	0.75
max |F|	0.04117	Eh/bohr
LUMO level (spin up / spin down)	0.2 / -2.8	eV
energy relative to the best compared isomer or geometry (same formula, charge and spin)	7.5	kcal per mole
orbital gap (spin up / spin down)	10.5 / 7.1	eV
2S+1	2

No. 8
Formula: CH11O5
Source: the Open Molecules 2025 dataset
Level of theory: wB97M-V/def2-TZVPD

```
17
CH11O5 wB97M-V/def2-TZVPD
C 0.762 0.021 -2.242
O 0.631 -0.007 -0.867
H 1.815 0.225 -2.503
H 0.234 0.850 -2.736
H 0.472 -0.907 -2.717
H 1.199 0.920 0.490
H 0.454 1.082 1.787
O 1.210 1.460 1.321
H 0.675 -2.616 0.484
H 1.228 -1.755 -0.600
O 1.348 -2.648 -0.205
H -2.076 0.731 1.265
H -1.431 2.062 1.434
O -2.118 1.532 1.859
H -0.521 -0.243 -0.334
H -2.139 0.072 -0.489
O -1.555 -0.434 0.085
```

HOMO energy	-0.1901	hartree
max |F|	0.02143	Eh/bohr
LUMO level	3.9	eV
energy relative to the best compared isomer or geometry (same formula, charge and spin)	3.1	kcal per mole
orbital gap	9.1	eV
2S+1	1
charge	-1

No. 9
Formula: CH12NO3
Source: the Open Molecules 2025 dataset
Level of theory: wB97M-V/def2-TZVPD

```
17
CH12NO3 wB97M-V/def2-TZVPD
C 1.142 1.803 -0.413
N 1.312 0.543 0.407
H 1.960 2.491 -0.090
H 0.210 2.252 -0.087
H 0.963 1.739 -1.485
H 2.202 0.079 0.255
H 1.119 0.883 1.347
H 0.570 -0.191 0.246
H 0.728 -2.257 -0.530
H -0.657 -1.679 -0.620
O 0.046 -1.849 0.047
H -1.104 -1.348 -2.970
H -2.341 -0.521 -2.852
O -1.746 -1.057 -2.297
H -1.640 0.272 3.572
H -1.638 -0.984 2.618
O -1.127 -0.175 2.852
```

HOMO energy (spin up / spin down)	-0.7690 / -0.6917	hartree
<S²>	0.76
max |F|	0.03628	Eh/bohr
LUMO level (spin up / spin down)	-7.4 / -15.9	eV
energy relative to the best compared isomer or geometry (same formula, charge and spin)	14.7	kcal per mole
orbital gap (spin up / spin down)	13.6 / 2.9	eV
2S+1	2
charge	+2

No. 10
Formula: CH12NO4
Source: the Open Molecules 2025 dataset
Level of theory: wB97M-V/def2-TZVPD

```
18
CH12NO4 wB97M-V/def2-TZVPD
C -1.653 1.760 1.043
N -1.639 0.458 1.484
H -2.280 2.420 1.622
H -1.358 1.919 0.021
H -0.944 -0.161 1.061
H -2.056 0.119 2.327
H -1.458 -1.515 -3.122
H -0.118 -1.093 -3.658
O -0.519 -1.708 -3.035
H -0.580 -1.905 -0.873
H 0.575 -1.155 -0.242
O -0.387 -1.240 -0.203
H 1.804 2.445 0.019
H 1.599 1.001 0.504
O 1.137 1.842 0.365
H 2.276 -0.893 1.740
H 2.997 -1.310 0.413
O 2.375 -0.692 0.805
```

HOMO energy (spin up / spin down)	-0.1771 / -0.3428	hartree
<S²>	0.75
max |F|	0.02496	Eh/bohr
LUMO level (spin up / spin down)	0.3 / 0.3	eV
energy relative to the best compared isomer or geometry (same formula, charge and spin)	0.0	kcal per mole
orbital gap (spin up / spin down)	5.1 / 9.6	eV
2S+1	2

No. 11
Formula: CH12NO4
Source: the Open Molecules 2025 dataset
Level of theory: wB97M-V/def2-TZVPD

```
18
CH12NO4 wB97M-V/def2-TZVPD
C 0.703 -0.645 1.116
N -0.426 -0.590 0.540
H 0.908 -1.573 1.632
H 1.485 0.102 1.037
H -0.883 0.301 0.144
H -1.078 -1.367 0.750
H -2.672 3.988 -2.786
H -3.644 3.683 -1.702
O -2.940 3.278 -2.201
H -1.682 1.956 -1.518
H -0.312 1.566 -1.253
O -1.165 1.495 -0.828
H -2.268 -3.282 1.996
H -3.048 -2.045 1.311
O -2.242 -2.368 1.697
H 6.599 -2.225 0.317
H 5.920 -0.895 -0.112
O 6.745 -1.380 -0.142
```

HOMO energy	-0.4980	hartree
max |F|	0.02926	Eh/bohr
LUMO level	-4.5	eV
energy relative to the best compared isomer or geometry (same formula, charge and spin)	21.4	kcal per mole
orbital gap	9.1	eV
2S+1	1
charge	+1

No. 12
Formula: CH12O4S2
Source: the Open Molecules 2025 dataset
Level of theory: wB97M-V/def2-TZVPD

```
19
CH12O4S2 wB97M-V/def2-TZVPD
C -2.663 -3.899 -4.630
S -1.241 -4.478 -3.722
S -2.218 -5.245 -2.118
H -2.347 -3.347 -5.483
H -3.286 -3.268 -3.974
H -3.333 -4.739 -4.816
H -1.624 -6.455 -2.149
H 2.975 2.748 -0.194
H 2.345 3.755 0.900
O 3.011 3.075 0.703
H 0.497 3.918 2.099
H 0.753 5.314 1.503
O 0.566 4.405 1.259
H -0.851 2.783 4.205
H 0.182 1.907 3.623
O -0.237 2.758 3.465
H 2.618 0.928 2.797
H 2.669 -0.471 3.127
O 2.183 0.312 3.407
```

HOMO energy (spin up / spin down)	-0.4542 / -0.4542	hartree
<S²>	0.75
max |F|	0.03526	Eh/bohr
LUMO level (spin up / spin down)	-5.2 / -8.7	eV
energy relative to the best compared isomer or geometry (same formula, charge and spin)	22.2	kcal per mole
orbital gap (spin up / spin down)	7.2 / 3.6	eV
2S+1	2
charge	+1

No. 13
Formula: CH12O6
Source: the Open Molecules 2025 dataset
Level of theory: wB97M-V/def2-TZVPD

```
19
CH12O6 wB97M-V/def2-TZVPD
O -0.706 -0.931 -0.948
C 0.013 -1.325 0.157
H -0.668 -1.263 1.020
H 0.443 -2.322 0.073
H 1.975 0.838 -2.230
H 1.703 0.206 -0.668
O 1.261 0.508 -1.683
H 2.915 -0.274 0.595
H -1.730 -0.463 -0.632
O 1.969 -0.245 0.531
H -0.390 0.710 1.719
H 0.865 -0.107 1.770
O -0.010 -0.012 2.245
H -3.424 0.065 -0.814
H 0.827 -0.567 0.294
O -2.661 0.239 -0.260
H -1.551 1.470 -0.357
H -0.106 1.551 -0.732
O -0.726 1.922 -0.080
```

HOMO energy (spin up / spin down)	-0.1955 / -0.1921	hartree
<S²>	0.75
max |F|	0.13262	Eh/bohr
LUMO level (spin up / spin down)	3.7 / 2.6	eV
energy relative to the best compared isomer or geometry (same formula, charge and spin)	50.2	kcal per mole
orbital gap (spin up / spin down)	9.0 / 7.8	eV
2S+1	2
charge	-1

No. 14
Formula: CH12O7
Source: the Open Molecules 2025 dataset
Level of theory: wB97M-V/def2-TZVPD

```
20
CH12O7 wB97M-V/def2-TZVPD
O -0.711 -0.374 0.299
C -1.145 -0.387 -0.824
O -1.659 0.685 -1.456
H -1.523 -1.270 -1.500
H -2.051 1.376 -0.792
O -2.481 3.030 -0.731
H -1.696 3.340 -1.130
H -2.291 3.059 0.224
O -1.682 2.406 1.728
H -1.224 1.590 1.642
H -1.936 2.477 2.684
O 3.883 -5.240 -0.521
H 3.142 -5.324 -0.994
H 4.496 -5.099 -1.258
O -0.158 0.345 2.871
H 0.567 0.924 3.391
H -0.016 0.408 1.951
O 3.111 -0.524 -1.720
H 3.082 -1.373 -1.886
H 3.894 -0.409 -1.154
```

HOMO energy	-0.4017	hartree
max |F|	0.13838	Eh/bohr
LUMO level	0.4	eV
energy relative to the best compared isomer or geometry (same formula, charge and spin)	38.4	kcal per mole
orbital gap	11.3	eV
SMILES	O=CO.O.O.O.O.O
2S+1	1

No. 15
Formula: CH13AsBIN3O7P2
Source: the Open Molecules 2025 dataset
Level of theory: wB97M-V/def2-TZVPD

```
29
CH13AsBIN3O7P2 wB97M-V/def2-TZVPD
N -1.496 -0.216 2.261
P -0.932 0.890 1.257
As 1.114 0.498 0.015
I 2.345 -0.526 2.259
O 2.661 0.152 -1.022
B 2.763 -1.109 -1.524
O 3.506 -2.105 -0.887
O 2.161 -1.442 -2.755
P 1.999 2.704 0.471
O 3.134 3.057 -0.401
O 0.739 3.694 0.301
O 2.339 2.905 2.038
H -0.859 -1.009 2.306
H -0.766 2.130 1.925
H -1.919 1.196 0.300
H 0.595 -0.895 -0.278
H 0.436 1.145 -1.211
H 3.108 -2.375 -0.055
H 1.203 -1.430 -2.670
H 0.287 3.842 1.139
H 3.302 2.871 2.111
C -2.745 -1.591 -0.743
O -1.577 -1.229 -0.881
N -3.415 -2.214 -1.768
N -3.431 -1.400 0.407
H -4.363 -2.525 -1.688
H -2.917 -2.358 -2.626
H -2.890 -0.959 1.193
H -4.381 -1.697 0.529
```

HOMO energy	-0.1854	hartree
max |F|	0.03375	Eh/bohr
LUMO level	2.7	eV
orbital gap	7.7	eV
2S+1	1
charge	-1